1.
{"formula": "C11H21N2", "method": "the ωB97M-V functional and the def2-TZVPD basis", "total_charge": 1, "smiles": "CN1CC=C([NH+]2CCCC2)C1(C)C", "symbols": ["N", "N", "C", "C", "C", "C", "C", "C", "C", "C", "C", "C", "C", "H", "H", "H", "H", "H", "H", "H", "H", "H", "H", "H", "H", "H", "H", "H", "H", "H", "H", "H", "H", "H"], "coordinates": [[0.554504, -1.428265, 0.079782], [-1.211915, 1.893566, -0.297004], [-0.951389, 0.598775, -0.908545], [0.282378, 0.793829, 1.134791], [0.820682, -2.089432, 1.402907], [-2.347800, 2.707955, -0.602170], [2.963576, -1.330642, 0.465457], [2.275028, -1.618460, 1.788636], [-0.665736, 0.897202, -2.389803], [-2.216102, -0.393031, -0.697977], [-0.508036, 2.038533, 0.920421], [0.068900, -0.026118, 0.131877], [1.889507, -1.471887, -0.588691], [-2.042010, -1.426192, -0.927682], [-3.226457, -0.120224, -1.119577], [3.455325, -0.320728, 0.559603], [-1.687214, 0.943002, -2.792199], [-0.164373, -2.070266, -0.427950], [0.879701, -3.235474, 1.256949], [2.136451, -0.778121, 2.353539], [1.824601, -2.485084, -0.934857], [-2.398316, -0.355382, 0.364810], [-0.249902, -0.039064, -2.890497], [-1.167310, 2.174183, 1.773527], [-3.157014, 2.580595, 0.270368], [0.708062, 0.688712, 2.086377], [1.983602, -0.733554, -1.394722], [0.199230, 2.973556, 1.010522], [-2.812527, 2.519872, -1.511898], [-1.986483, 3.745885, -0.528030], [0.137264, -1.817140, 2.162819], [3.729078, -2.167928, 0.253910], [2.830388, -2.353557, 2.432741], [0.054308, 1.704881, -2.437433]], "forces_ev_per_a": [[-1.829, 0.016, -0.410], [1.204, -1.108, -0.540], [-1.621, -1.184, 0.626], [-1.277, 0.762, -0.771], [2.546, -2.041, 0.088], [-0.374, 0.681, 4.396], [1.707, -0.591, 0.379], [-0.645, -2.811, -0.474], [0.401, -3.420, 0.386], [-0.397, 1.465, 0.053], [1.264, 2.151, 0.945], [-0.494, 0.229, -0.805], [0.082, -0.106, -0.897], [0.214, -0.624, -0.536], [1.354, 0.053, -0.177], [-0.409, -1.152, -0.700], [0.655, 1.006, -0.442], [1.470, 1.768, 0.765], [-0.588, 1.894, -0.016], [0.109, 2.263, 1.431], [0.936, -0.443, -0.853], [-0.070, -0.086, 0.557], [-0.258, 1.108, 0.400], [-0.407, -0.034, 0.458], [1.250, 0.328, -1.788], [0.897, -0.514, 0.900], [-0.416, -0.422, 0.116], [-1.089, -1.337, -0.487], [-0.525, -0.417, -1.672], [-0.547, -0.130, -0.321], [-1.060, 0.157, 0.362], [-0.865, 1.707, 0.287], [-0.782, 0.529, -0.726], [-0.434, 0.304, -0.534]], "lowdin_charge": [-0.0416, -0.2036, -0.4113, 0.0278, -0.0681, -0.0553, -0.1429, -0.1498, -0.0094, -0.0062, -0.1808, -0.1232, -0.1084, 0.0520, 0.1077, 0.1407, 0.0864, 0.2156, 0.1689, 0.0543, 0.1290, 0.0794, 0.0976, 0.1222, 0.1316, 0.1123, 0.1465, 0.1635, 0.0576, 0.0982, 0.1187, 0.1526, 0.1446, 0.0933]}

---

2.
{"formula": "C11H21N2O", "method": "the ωB97M-V functional and the def2-TZVPD basis", "total_charge": 1, "smiles": "CN1[C@H](CC(C)(C)C)[N@+]12CCCC2=O", "symbols": ["O", "N", "N", "C", "C", "C", "C", "C", "C", "C", "C", "C", "C", "C", "H", "H", "H", "H", "H", "H", "H", "H", "H", "H", "H", "H", "H", "H", "H", "H", "H", "H", "H", "H", "H"], "coordinates": [[-2.334896, -1.431840, -1.421165], [-1.477338, 0.217676, -0.108848], [-0.861234, -0.678612, 0.847540], [1.110125, 0.591075, 0.056628], [2.535690, -0.370023, -1.790819], [-3.384427, 1.488305, 0.450311], [-1.539508, -1.920719, 1.325096], [2.554466, 0.053073, -0.282653], [-3.803449, 0.312439, -0.519475], [2.771492, -1.234891, 0.601130], [-1.842373, 1.675320, 0.256558], [3.514008, 1.134740, -0.001299], [0.054458, -0.379140, -0.135652], [-2.553070, -0.402065, -0.919726], [2.089354, -1.412793, -1.795912], [-1.711290, -2.806590, 0.705925], [3.765543, 1.301337, 1.046096], [2.551762, -0.973352, 1.612892], [4.466737, 0.941891, -0.467269], [1.962339, 0.343199, -2.346027], [-3.527916, 1.172572, 1.527882], [3.777973, -1.504298, 0.612538], [-4.241970, -0.497420, 0.007053], [-3.909505, 2.420191, 0.301292], [1.147106, 0.761980, 1.176557], [0.139935, -1.042132, -1.093668], [3.531721, -0.472326, -2.166395], [-1.014352, -2.062779, 2.269069], [3.078860, 2.039879, -0.433633], [-4.430688, 0.715964, -1.288226], [2.082528, -2.062989, 0.224748], [0.978474, 1.537274, -0.357217], [-1.382039, 1.923920, 1.111488], [-2.520434, -1.664504, 1.587461], [-1.578069, 2.285648, -0.592294]], "forces_ev_per_a": [[-0.112, -1.452, -1.391], [1.789, 0.939, -0.069], [-1.040, -0.095, 1.577], [2.378, -0.900, 3.556], [-0.420, -1.420, 1.948], [0.874, -1.090, 0.940], [1.233, 0.436, -0.148], [-1.817, -2.294, -0.395], [0.927, 1.780, 0.511], [-2.166, 0.903, -1.439], [-2.584, -3.243, -2.654], [0.590, 1.016, 0.022], [-2.046, -1.185, -3.984], [0.413, 1.217, 1.249], [0.300, 1.296, -0.582], [1.050, 0.228, -0.364], [-0.470, 0.004, 0.172], [-0.434, -0.013, 0.867], [0.339, -0.041, -0.386], [-0.254, 0.240, -0.713], [-0.017, 0.373, -1.218], [1.665, -0.873, -0.396], [-1.293, -0.487, 0.541], [-0.255, 0.029, -0.191], [-0.144, 0.132, -1.005], [-0.334, 0.889, 1.903], [0.590, 0.087, -0.369], [-0.049, -0.753, -0.207], [0.516, 0.285, 0.127], [-0.300, -0.397, -0.679], [1.088, 0.831, 0.695], [-0.558, 1.459, -1.235], [1.851, 1.010, 2.928], [-1.456, 0.902, 0.588], [0.146, 0.188, -0.197]], "lowdin_charge": [0.2000, -0.0170, -0.0085, -0.1192, -0.0283, -0.0928, 0.0179, -0.5738, -0.0308, -0.0201, -0.0182, -0.0574, -0.1237, -0.3664, 0.0920, 0.1022, 0.0995, 0.0727, 0.0915, 0.0802, 0.1364, 0.0662, 0.1229, 0.1124, 0.1575, 0.1892, 0.0798, 0.1064, 0.0962, 0.1314, 0.1063, 0.1049, 0.0863, 0.0686, 0.1359]}

---

3.
{"formula": "C11H21N5O5", "method": "the ωB97M-V functional and the def2-TZVPD basis", "smiles": "[H]/N=C(/N)NCCC[C@H](N)C(=O)N[C@@H](CCC(=O)O)C(=O)O", "symbols": ["O", "O", "O", "O", "O", "N", "N", "N", "N", "N", "C", "C", "C", "C", "C", "C", "C", "C", "C", "C", "C", "H", "H", "H", "H", "H", "H", "H", "H", "H", "H", "H", "H", "H", "H", "H", "H", "H", "H", "H", "H", "H"], "coordinates": [[-4.112037, 0.313322, 0.778459], [-1.283411, -0.717890, -2.337972], [-5.242239, -1.404014, -0.138569], [-2.202591, -1.211653, -4.377970], [-0.406210, -1.287689, 2.393232], [5.960895, 0.291273, -0.053373], [-1.618844, 1.520226, 0.836427], [3.953023, 1.246002, 0.725728], [5.961010, 1.869060, 1.790394], [-2.009766, -1.513150, 0.937824], [-2.837047, -1.166071, -0.292575], [-3.258814, -2.428692, -2.539416], [5.265471, 1.164894, 0.931387], [0.904822, 0.740019, 1.402955], [1.576072, 1.900068, 0.588531], [-2.840499, -2.495183, -1.053767], [-1.022564, -0.892933, 1.317431], [-2.208181, -1.257735, -2.928323], [2.920211, 2.222965, 1.107872], [-0.536818, 0.407668, 0.774519], [-4.215873, -0.801557, 0.224763], [-3.564618, -3.090057, -0.501805], [-2.325068, -0.269457, -0.853961], [3.054692, 3.123340, 0.509571], [3.618640, 0.388567, -0.013842], [-0.479039, 0.167097, -0.292769], [-3.285061, -3.343949, -3.165115], [5.612315, -0.714253, 0.151487], [1.179069, 0.819886, 2.620231], [-1.456354, -0.463360, -4.585340], [-1.548148, 2.068003, -0.061974], [-2.110418, -2.573310, 1.309058], [0.844129, 2.710499, 0.765653], [1.636084, 1.824597, -0.479179], [-3.105049, 0.409900, 0.986792], [6.939151, 0.235855, 0.036359], [1.656355, -0.138116, 1.198219], [2.919286, 2.565883, 2.063843], [5.444073, 2.739864, 2.119904], [-1.867700, -3.039539, -0.706370], [-1.653839, 2.097561, 1.774532], [-4.255107, -2.017938, -2.962850]], "forces_ev_per_a": [[0.531, 2.947, 3.218], [-1.936, -0.635, -1.107], [1.967, 1.410, 1.429], [2.239, 3.259, 2.070], [-1.237, 0.359, -2.865], [-3.778, -1.924, 1.939], [1.146, -0.197, 0.952], [-3.307, -4.198, -3.308], [-0.986, 0.569, -1.316], [-6.552, -5.628, -3.321], [1.616, -1.361, 0.408], [0.925, 3.067, -0.192], [3.306, 1.618, 0.650], [2.467, -1.649, -0.360], [-2.650, -0.739, 2.333], [-0.623, -1.658, 1.272], [7.138, 2.261, 8.208], [1.900, -2.448, -4.822], [1.327, 0.644, -3.716], [0.362, 1.435, 0.500], [-1.834, -3.368, -4.314], [-0.414, -0.129, -0.013], [-1.506, -2.003, 1.624], [1.093, 0.507, 0.065], [0.929, 3.621, 2.659], [0.743, 0.691, -0.085], [1.384, 0.469, 0.453], [0.721, 2.012, -0.721], [-1.804, 0.235, -3.273], [-2.528, -2.647, 0.551], [-0.179, -0.303, 1.950], [0.180, 3.546, -0.785], [0.887, 0.437, -0.123], [-0.218, -0.815, -0.680], [-1.685, 1.379, -0.303], [1.302, 0.520, 0.697], [-1.943, 0.936, 0.238], [0.254, 0.203, 3.197], [0.458, -1.817, -0.251], [-1.242, 0.945, -2.040], [0.502, -1.375, -2.840], [1.044, -0.175, 2.022]], "lowdin_charge": [0.1472, 0.0473, 0.0811, -0.0145, -0.0362, 0.0664, 0.0341, 0.0159, 0.0631, 0.1153, -0.2103, -0.0311, -0.5781, -0.1339, -0.2461, -0.1652, -0.5233, -0.3842, -0.2283, -0.2458, -0.5417, 0.1097, 0.1533, 0.1195, 0.2202, 0.1199, 0.1252, 0.1068, 0.1867, 0.1819, 0.1120, 0.2465, 0.1098, 0.1096, 0.1049, 0.0403, 0.1213, 0.0857, 0.0435, 0.1607, 0.1567, 0.1542]}

---

So what do the calculations give for relative energy (zero: lowest compared OMol25 entry of this formula, charge and spin)? Going down the list: 41.8; 91.0; 174.4 kcal per mole.
So what do the calculations give for E_HOMO? Going down the list: -11.18; -13.96; -8.60 eV.
So what do the calculations give for frontier orbital gap? Going down the list: 0.302; 0.392; 0.319 Eh.